[1]
One molecule with the formula C19H27N3O2. Source: the Open Molecules 2025 dataset; level of theory: wB97M-V/def2-TZVPD.

```
! wB97M-V def2-TZVPD RIJCOSX def2/J DEFGRID3
* xyz 0 1
C -6.455 -2.713 -0.832
C -7.412 -1.621 -0.367
C -7.012 -0.999 0.972
C -5.629 -0.347 0.994
C -5.499 0.831 0.031
C -4.114 1.463 0.107
O -3.181 0.519 -0.385
C -1.866 0.835 -0.403
C -1.322 2.042 0.031
C 0.042 2.244 -0.039
C 0.897 1.260 -0.523
C 0.347 0.059 -0.971
C -1.012 -0.148 -0.914
H -1.450 -1.069 -1.266
H 0.974 -0.709 -1.400
C 2.352 1.565 -0.565
O 2.784 2.700 -0.633
N 3.174 0.481 -0.531
H 2.791 -0.423 -0.311
C 4.609 0.628 -0.501
H 4.838 1.565 -1.014
H 5.060 -0.205 -1.048
C 5.151 0.685 0.931
H 4.692 1.531 1.445
H 4.879 -0.230 1.463
C 6.673 0.855 0.955
N 7.344 -0.290 0.402
C 7.834 -0.434 -0.852
N 8.321 -1.625 -1.059
C 8.142 -2.300 0.106
C 7.535 -1.492 1.023
H 7.242 -1.660 2.039
H 8.462 -3.318 0.209
H 7.822 0.357 -1.575
H 7.010 0.997 1.986
H 6.955 1.735 0.371
H 0.471 3.180 0.285
H -1.952 2.827 0.418
H -3.873 1.725 1.147
H -4.080 2.376 -0.504
H -5.660 0.495 -0.993
H -6.245 1.592 0.268
H -5.433 0.007 2.010
H -4.866 -1.086 0.752
H -7.760 -0.249 1.244
H -7.035 -1.778 1.738
H -7.477 -0.845 -1.132
H -8.411 -2.049 -0.255
H -5.478 -2.301 -1.070
H -6.334 -3.468 -0.058
H -6.844 -3.198 -1.725
*
```

The value obtained for the energy relative to the best compared isomer or geometry (same formula, charge and spin) is 35.2 kcal/mol. As for the structure (SMILES): CCCCCCOc1ccc(C(=O)NCCCn2ccnc2)cc1. The calculation puts the total energy at -1054.9694 hartree. As for the lowest unoccupied orbital energy: 0.0262 hartree. As for the gap between HOMO and LUMO: 9.44 eV.

Calculated atomic charges, method natural (NBO), unit e: C -0.61; C -0.39; C -0.39; C -0.40; C -0.42; C -0.06; O -0.50; C 0.32; C -0.26; C -0.16; C -0.18; C -0.17; C -0.26; H 0.22; H 0.21; C 0.66; O -0.63; N -0.61; H 0.39; C -0.23; H 0.23; H 0.20; C -0.41; H 0.22; H 0.20; C -0.20; N -0.35; C 0.16; N -0.46; C -0.09; C -0.12; H 0.21; H 0.21; H 0.20; H 0.21; H 0.21; H 0.24; H 0.21; H 0.17; H 0.18; H 0.21; H 0.21; H 0.20; H 0.21; H 0.20; H 0.20; H 0.19; H 0.20; H 0.20; H 0.20; H 0.21



[2]
C18H28BaO14V2 as an isolated structure at a distorted geometry. Source: the Open Molecules 2025 dataset; level of theory: wB97M-V/def2-TZVPD.

```
! wB97M-V def2-TZVPD RIJCOSX def2/J DEFGRID3
* xyz 4 9
Ba 4.799 0.770 -3.388
V -2.295 -0.379 2.208
V 0.716 2.716 -3.816
C -1.113 -0.364 -1.841
C -1.235 -0.830 -0.507
C 0.022 -0.990 0.414
O -0.300 -1.057 1.556
C 1.348 -0.805 -0.124
C 1.414 -0.535 -1.435
C 0.174 -0.257 -2.317
O 0.222 0.470 -3.424
O 2.669 -0.421 -1.854
O -2.289 -0.767 0.150
H -1.951 0.042 -2.388
H 2.168 -0.927 0.568
C -0.661 2.352 0.325
C -1.937 2.343 0.740
C -3.183 2.733 -0.153
O -4.404 2.507 0.181
C -2.989 2.889 -1.492
C -1.632 2.839 -2.049
C -0.413 2.719 -1.062
O 0.652 2.803 -1.650
O -1.349 2.908 -3.277
O -2.049 1.819 1.908
H 0.211 2.069 0.895
H -3.891 2.920 -2.084
C -5.598 -0.625 1.815
O -4.389 0.089 1.691
H -5.622 -1.210 2.734
H -6.415 0.084 1.679
H -5.750 -1.372 1.036
H -4.724 0.921 1.348
C -2.456 -1.034 -5.364
O -3.556 -1.717 -5.807
H -1.691 -1.794 -5.204
H -2.160 -0.176 -5.968
H -2.654 -0.633 -4.371
H -4.231 -1.203 -6.256
C -0.066 0.428 4.669
O -0.915 -0.489 3.984
H -0.549 1.272 5.162
H 0.712 -0.092 5.228
H 0.400 0.994 3.862
H -0.948 -1.251 4.567
C 1.974 -4.256 1.336
O 2.872 -4.949 2.202
H 2.369 -4.397 0.330
H 1.010 -4.757 1.429
H 1.992 -3.190 1.562
H 3.075 -4.404 2.965
C 5.689 -1.127 -0.164
O 5.829 0.115 -0.782
H 6.349 -1.351 0.673
H 4.728 -1.171 0.348
H 5.727 -1.929 -0.902
H 6.084 0.752 -0.111
C 2.987 1.778 1.560
O 4.393 1.974 1.475
H 2.836 0.802 2.019
H 2.599 2.510 2.269
H 2.612 1.971 0.555
H 4.781 1.869 2.347
*
```

The value obtained for the energy relative to the best compared isomer or geometry (same formula, charge and spin) is 57.0 kcal/mol. The calculation puts the total energy at -3667.8472 hartree. As for the lowest unoccupied orbital energy (alpha / beta): -0.5015 / -0.5433 hartree. As for the gap between HOMO and LUMO (alpha / beta): 4.21 / 3.02 eV.

Calculated atomic charges, method natural (NBO), unit e: Ba 1.97; V 1.53; V 1.64; C -0.28; C 0.45; C 0.45; O -0.51; C -0.09; C 0.36; C 0.41; O -0.78; O -0.70; O -0.59; H 0.27; H 0.26; C -0.41; C 0.45; C 0.34; O -0.33; C -0.13; C 0.46; C 0.46; O -0.73; O -0.60; O -0.68; H 0.25; H 0.29; C -0.27; O -0.78; H 0.20; H 0.22; H 0.20; H 0.53; C -0.22; O -0.70; H 0.18; H 0.16; H 0.10; H 0.49; C -0.26; O -0.78; H 0.22; H 0.22; H 0.16; H 0.52; C -0.25; O -0.70; H 0.18; H 0.20; H 0.12; H 0.47; C -0.26; O -0.83; H 0.23; H 0.16; H 0.20; H 0.53; C -0.26; O -0.75; H 0.17; H 0.20; H 0.16; H 0.49



[3]
AlBH24O10 as an isolated structure at a distorted geometry. Source: the Open Molecules 2025 dataset; level of theory: wB97M-V/def2-TZVPD.

```
! wB97M-V def2-TZVPD RIJCOSX def2/J DEFGRID3
* xyz 2 1
Al -11.550 -9.294 12.116
B -10.422 -12.062 12.859
H -9.517 -11.206 12.823
H -9.923 -13.116 13.166
H -11.169 -11.615 13.687
H -11.130 -12.115 11.880
O -7.823 -11.011 15.374
H -7.367 -10.988 16.224
H -8.696 -11.379 15.574
O -7.311 -12.371 12.913
H -7.253 -12.025 13.830
H -8.251 -12.416 12.714
O -8.524 -9.239 13.244
H -8.190 -8.391 13.562
H -8.073 -9.894 13.796
O -7.933 -14.615 15.742
H -8.678 -14.005 15.713
H -8.112 -15.214 16.476
O -9.735 -13.759 10.401
H -10.058 -13.420 11.243
H -8.777 -13.857 10.488
O -9.353 -10.265 10.527
H -8.733 -9.976 9.842
H -9.189 -11.211 10.626
O -10.257 -12.569 15.788
H -11.016 -13.055 16.137
H -10.414 -12.477 14.826
O -13.505 -10.916 13.289
H -13.743 -10.629 14.178
H -14.057 -11.687 13.108
O -12.150 -10.951 9.954
H -11.608 -10.988 9.156
H -12.871 -11.575 9.800
O -11.558 -9.678 15.208
H -11.308 -10.587 15.414
H -12.041 -9.379 15.988
*
```

The value obtained for the energy relative to the best compared isomer or geometry (same formula, charge and spin) is 17.0 kcal/mol. The calculation puts the total energy at -1033.1535 hartree. As for the lowest unoccupied orbital energy: -0.5093 hartree. As for the gap between HOMO and LUMO: 2.79 eV.

Calculated atomic charges, method natural (NBO), unit e: Al 1.41; B -0.77; H 0.19; H 0.14; H 0.11; H 0.11; O -0.98; H 0.52; H 0.49; O -0.73; H 0.51; H 0.47; O -0.96; H 0.50; H 0.51; O -0.88; H 0.46; H 0.49; O -0.84; H 0.47; H 0.49; O -0.92; H 0.52; H 0.50; O -0.96; H 0.51; H 0.48; O -0.97; H 0.51; H 0.52; O -0.96; H 0.52; H 0.51; O -0.95; H 0.49; H 0.51



[4]
A 6-piece molecular cluster, C26H36O10 overall at a distorted geometry. Source: the Open Molecules 2025 dataset; level of theory: wB97M-V/def2-TZVPD.

```
! wB97M-V def2-TZVPD RIJCOSX def2/J DEFGRID3
* xyz 0 1
C 0.805 0.504 -2.275
C -0.171 -0.426 -1.873
C -1.282 -0.001 -1.156
C -1.480 1.375 -0.920
C -0.519 2.292 -1.358
C 0.638 1.844 -1.972
H 1.545 0.076 -2.936
H 0.046 -1.472 -2.031
H -1.956 -0.752 -0.771
H -2.295 1.655 -0.268
H -0.704 3.352 -1.262
H 1.423 2.520 -2.275
O 1.853 -5.792 -3.187
C 2.301 -6.935 -3.426
O 1.591 -7.730 -4.221
C 2.430 -8.758 -4.783
C 3.540 -8.908 -3.776
C 3.630 -7.557 -3.051
H 2.886 -8.509 -5.741
H 1.711 -9.577 -4.792
H 4.405 -9.212 -4.366
H 3.262 -9.655 -3.033
H 4.431 -6.956 -3.481
H 3.831 -7.680 -1.986
O 0.572 7.146 3.233
C 0.938 5.975 3.527
O 1.072 5.074 2.555
C 1.256 3.750 3.160
C 0.991 3.954 4.655
C 0.950 5.387 4.915
H 2.304 3.451 3.140
H 0.651 2.950 2.732
H 1.694 3.253 5.106
H 0.063 3.452 4.932
H 1.817 5.845 5.391
H 0.029 5.510 5.484
O -6.750 6.912 5.387
C -6.125 6.390 4.445
O -5.267 7.018 3.684
C -4.365 6.161 3.031
C -4.781 4.773 3.374
C -6.021 4.868 4.320
H -3.303 6.356 3.176
H -4.551 6.413 1.987
H -3.965 4.424 4.008
H -4.820 4.021 2.586
H -5.833 4.446 5.307
H -6.964 4.498 3.918
O -3.065 -3.344 3.021
C -3.207 -2.251 3.616
O -2.219 -1.402 3.626
C -2.400 -0.231 4.449
C -3.765 -0.320 5.121
C -4.349 -1.648 4.568
H -2.310 0.646 3.809
H -1.620 -0.284 5.209
H -4.252 0.631 4.907
H -3.584 -0.432 6.190
H -4.935 -1.314 3.712
H -4.733 -2.380 5.279
O 6.853 -2.386 -8.592
C 5.981 -2.131 -7.807
O 5.827 -0.933 -7.465
C 4.850 -0.756 -6.451
C 4.023 -2.038 -6.481
C 4.966 -3.088 -7.116
H 4.206 0.049 -6.806
H 5.248 -0.438 -5.488
H 3.089 -1.972 -7.039
H 3.790 -2.330 -5.457
H 4.595 -3.937 -7.690
H 5.499 -3.437 -6.231
*
```

The value obtained for the energy relative to the best compared isomer or geometry (same formula, charge and spin) is 0.0 kcal/mol. As for the structure (SMILES): O=C1CCCO1.O=C1CCCO1.O=C1CCCO1.O=C1CCCO1.O=C1CCCO1.c1ccccc1. The calculation puts the total energy at -1764.6247 hartree. As for the lowest unoccupied orbital energy: -0.0084 hartree. As for the gap between HOMO and LUMO: 9.17 eV.

Calculated atomic charges, method Löwdin, unit e: C -0.09; C -0.09; C -0.09; C -0.09; C -0.10; C -0.11; H 0.09; H 0.10; H 0.10; H 0.09; H 0.10; H 0.10; O 0.06; C -0.46; O 0.03; C -0.15; C -0.17; C -0.06; H 0.13; H 0.13; H 0.12; H 0.12; H 0.12; H 0.13; O 0.06; C -0.44; O 0.05; C -0.11; C -0.20; C -0.09; H 0.12; H 0.12; H 0.12; H 0.11; H 0.14; H 0.13; O 0.07; C -0.47; O 0.06; C -0.17; C -0.15; C -0.05; H 0.13; H 0.13; H 0.10; H 0.11; H 0.12; H 0.12; O 0.06; C -0.45; O 0.02; C -0.14; C -0.15; C -0.03; H 0.12; H 0.12; H 0.11; H 0.11; H 0.12; H 0.12; O 0.11; C -0.57; O 0.07; C -0.14; C -0.16; C -0.04; H 0.12; H 0.13; H 0.11; H 0.11; H 0.12; H 0.12



[5]
C17H7Co2NO8 as an isolated structure at a distorted geometry. Source: the Open Molecules 2025 dataset; level of theory: wB97M-V/def2-TZVPD.

```
! wB97M-V def2-TZVPD RIJCOSX def2/J DEFGRID3
* xyz -2 1
C -3.354 0.474 1.108
C -2.166 1.225 1.210
C -0.971 0.524 1.335
C -0.938 -0.858 1.364
C -2.095 -1.622 1.266
C -3.316 -0.938 1.133
C 0.498 -1.286 1.572
O 0.901 -2.437 1.640
N 1.227 -0.118 1.679
C 0.455 1.014 1.506
O 0.804 2.182 1.484
H -4.313 0.985 1.006
H -2.145 2.315 1.199
H -2.009 -2.709 1.297
H -4.244 -1.505 1.049
O 7.315 -0.129 -1.214
C 7.372 -0.454 -0.110
Co 7.437 -0.979 1.566
C 6.722 -2.558 1.213
O 6.267 -3.584 0.941
C 9.217 -1.095 1.561
O 10.369 -1.185 1.547
C 6.096 0.426 2.031
C 4.728 0.142 2.162
C 3.516 0.416 1.668
Co 5.753 -0.620 3.437
C 4.794 -2.097 3.445
O 4.239 -3.108 3.514
C 5.243 -0.031 5.052
O 4.897 0.317 6.097
C 7.416 -1.378 3.811
O 8.215 -1.821 4.534
H 6.451 1.451 1.871
H 2.540 -0.138 1.989
H 3.329 1.217 0.936
*
```

The calculation puts the total energy at -4074.1544 hartree. As for the lowest unoccupied orbital energy: 0.1705 hartree. As for the gap between HOMO and LUMO: 5.30 eV.

Calculated atomic charges, method natural (NBO), unit e: C -0.24; C -0.20; C -0.14; C -0.04; C -0.23; C -0.24; C 0.64; O -0.62; N -0.67; C 0.65; O -0.62; H 0.19; H 0.22; H 0.22; H 0.19; O -0.57; C 0.57; Co -0.09; C 0.48; O -0.56; C 0.47; O -0.59; C -0.50; C -0.15; C -0.55; Co -0.09; C 0.55; O -0.55; C 0.56; O -0.57; C 0.43; O -0.60; H 0.18; H 0.29; H 0.17